Record 1
C5H12F2NO2P | ωB97M-V with the def2-TZVPD basis set

Geometry (Å):
O (1.85900, 0.59360, -0.79499)
H (-0.47898, 1.13859, 0.87300)
F (4.26210, -0.96033, -1.16168)
N (-0.51751, -0.71487, -1.42682)
H (5.06994, -0.32272, 0.55734)
H (-2.49138, -1.28373, -1.57858)
C (-3.52995, -0.33811, 0.39512)
H (3.37617, 2.06334, -0.62193)
H (-0.43705, -1.20016, -2.32590)
O (3.58597, 1.86319, 0.31351)
C (-1.52360, 1.00225, 0.99176)
H (-1.95412, 1.80666, 0.31150)
H (-3.89384, 0.50803, 0.97010)
P (2.63735, 0.54634, 0.63990)
C (4.09167, -0.82330, 0.18293)
C (-1.65424, -0.78961, -1.00884)
F (3.93174, -2.01964, 0.72992)
H (-1.53453, -0.97440, 1.06314)
H (0.93316, 0.46606, -0.80845)
H (-3.84498, -1.25833, 0.84558)
H (-3.94572, -0.11861, -0.52373)
C (-2.02566, -0.29682, 0.36488)
H (-1.91557, 1.11259, 2.01224)

Computed properties:
SMILES string   [H]/N=C/C(C)C.OP(O)C(F)F
Largest force on an atom   0.0810 hartree/bohr
Total energy   -25687.822 eV

Record 2
C3HBrOS2 | ωB97M-V with the def2-TZVPD basis set

Geometry (Å):
C (0.07596, 2.96838, 0.00726)
S (1.80288, 2.50799, 0.01016)
C (0.04067, 0.30388, -0.13180)
Br (3.05789, -0.37698, -0.01832)
H (-0.19293, -0.72568, 0.00639)
O (-0.28848, 4.10329, 0.05256)
S (-1.04241, 1.59024, -0.09871)
C (1.65442, 0.81623, 0.04491)

Computed properties:
SMILES string   O=c1scc(Br)s1
Largest force on an atom   0.1594 hartree/bohr
Total energy   -96885.188 eV

Record 3
C3H4OS | ωB97M-V with the def2-TZVPD basis set

Geometry (Å):
H (-0.52991, -2.23728, 1.12393)
H (0.94860, -1.04397, 1.14056)
C (-0.09058, -1.37425, 0.65546)
O (1.51404, 2.44406, -0.82082)
C (-0.68796, -0.52488, -0.15481)
C (-0.18686, 0.69644, -0.55837)
S (1.42693, 1.04018, -0.45226)
H (-1.71633, -0.64990, -0.27990)
H (-0.67792, 1.64960, -0.65378)

Computed properties:
Largest force on an atom   0.0780 hartree/bohr
Total energy   -16055.696 eV